(1)
{
  "formula": "C7H14NO",
  "method": "the ωB97M-V functional and the def2-TZVPD basis",
  "species": ["O", "N", "C", "C", "C", "C", "C", "C", "C", "H", "H", "H", "H", "H", "H", "H", "H", "H", "H", "H", "H", "H", "H"],
  "positions_angstrom": [[1.27267, -1.34531, -0.17429], [1.21763, 0.99006, 0.40677], [0.81299, -0.44432, 0.68035], [-4.13184, 0.27231, 0.07239], [0.76423, 1.27571, -0.96174], [-2.72681, 0.10415, 0.25944], [0.60481, -2.62272, -0.27486], [-1.52678, -0.04198, 0.20574], [2.69093, 1.03334, 0.46354], [-0.38929, -2.32425, -0.41665], [-4.34588, 1.19592, 0.40265], [1.35717, 0.68216, -1.53508], [-4.25860, 0.31709, -0.97843], [0.57891, -0.83672, 1.59897], [3.07377, 1.96949, 0.13873], [0.83141, 1.54572, 1.08494], [3.15919, 0.39465, -0.29218], [-4.76347, -0.44076, 0.52694], [3.19534, 1.06391, 1.44081], [0.94918, -3.16990, 0.64411], [0.96185, -3.13289, -1.30810], [1.05723, 2.35622, -1.09942], [-0.38463, 1.15810, -0.88461]],
  "mulliken_charge": [-0.275, 0.034, -0.239, -1.452, -0.649, 0.552, -0.615, -0.499, -0.934, 0.321, 0.403, 0.413, 0.329, 0.673, 0.420, 0.295, 0.386, 0.344, 0.370, 0.301, 0.254, 0.363, 0.203],
  "charge": 1,
  "e_homo_ev": -12.55,
  "de_lowest_ev": 8.272,
  "lumo_ev": -4.53
}


(2)
{
  "formula": "C9H15N2",
  "method": "the ωB97M-V functional and the def2-TZVPD basis",
  "species": ["N", "N", "C", "C", "C", "C", "C", "C", "C", "C", "C", "H", "H", "H", "H", "H", "H", "H", "H", "H", "H", "H", "H", "H", "H", "H"],
  "positions_angstrom": [[0.27473, 1.48888, -1.41111], [1.59598, 1.19044, 1.19554], [0.43670, -2.14752, -1.13140], [-2.01551, -0.48105, 1.07849], [1.89560, -1.27683, 0.64467], [1.59690, 0.13475, 0.26612], [1.26979, -2.22788, 0.02993], [-2.47805, 0.52273, 0.06982], [-1.13865, 0.60686, 0.61473], [0.26015, 0.25173, -0.57650], [-0.12719, -0.95940, -1.42913], [1.46751, -3.27961, 0.23081], [0.55696, 2.29349, -0.83492], [2.44371, 1.65213, 1.10012], [0.82847, 1.38340, -2.33961], [-2.56241, -0.46902, 2.05872], [-1.74398, -1.50894, 0.66750], [-0.68537, 1.58736, -1.73183], [1.67073, 0.79758, 2.14861], [-0.63001, 1.32444, 1.33792], [2.48434, 0.24252, -0.50076], [0.11283, -3.01251, -1.75481], [2.76082, -1.41598, 1.39528], [-3.25485, 1.27379, 0.41606], [-0.93011, -0.78380, -2.06639], [-2.50594, 0.26688, -0.98375]],
  "mulliken_charge": [-0.016, -0.509, -0.322, -0.486, -0.722, 0.184, -0.463, -0.621, -0.014, 0.042, -1.034, 0.415, 0.400, 0.286, 0.391, 0.305, 0.171, 0.435, 0.260, 0.498, 0.231, 0.364, 0.350, 0.258, 0.404, 0.192],
  "charge": 1,
  "smiles": "N[C@H]1C=CC=C[C@@]1([NH3+])C1CC1",
  "e_homo_ev": -12.33,
  "de_lowest_ev": 3.454,
  "lumo_ev": -3.30
}


(3)
{
  "formula": "C21H15AlCl2CoO4P",
  "method": "the ωB97M-V functional and the def2-TZVPD basis",
  "species": ["Co", "Cl", "Cl", "P", "Al", "O", "O", "O", "O", "C", "C", "C", "C", "C", "C", "C", "C", "C", "C", "C", "C", "C", "C", "C", "C", "C", "C", "C", "C", "C", "H", "H", "H", "H", "H", "H", "H", "H", "H", "H", "H", "H", "H", "H", "H"],
  "positions_angstrom": [[-1.72345, 1.41605, -5.44408], [-0.17476, -0.87805, -2.57947], [0.04331, 1.79870, -4.23527], [2.25889, -0.61015, 1.90167], [0.48549, 0.27127, -0.92447], [-2.37717, 0.34249, 0.55022], [-4.20575, 1.45938, -6.97647], [-1.23766, 2.74254, -8.03645], [1.38422, -0.22693, 0.61643], [1.74890, 1.52612, 3.52014], [5.14016, -0.81960, 1.96823], [3.06403, -2.86276, 3.43403], [0.94428, -0.58918, 4.46093], [1.55121, 0.13660, 3.40598], [6.40994, -0.25378, 1.82021], [1.83321, -4.72182, 1.79411], [1.21778, 2.22733, 4.59209], [3.12698, -4.23085, 3.71668], [-1.38911, 0.60718, -0.01874], [4.16226, 1.19708, 1.07254], [-1.22857, 2.23218, -6.98658], [2.37472, -2.39141, 2.28606], [1.75476, -3.36009, 1.48094], [0.53314, 1.52538, 5.58673], [-3.22222, 1.41333, -6.35360], [6.58215, 1.02600, 1.30344], [3.98652, -0.08229, 1.61891], [2.53030, -5.18524, 2.90752], [0.42777, 0.13142, 5.53788], [5.44075, 1.74781, 0.95962], [5.53963, 2.74573, 0.55741], [-0.09526, -0.40707, 6.32437], [3.52990, -2.14819, 4.11884], [2.61393, -6.25902, 3.14163], [0.82142, -1.68287, 4.41445], [1.33363, -5.45430, 1.15950], [3.67664, -4.54688, 4.60741], [5.04894, -1.85051, 2.29474], [1.15838, -3.04590, 0.61637], [0.11177, 2.06176, 6.42835], [1.28661, 3.31619, 4.63561], [3.29304, 1.75503, 0.72537], [7.28026, -0.85783, 2.05411], [7.57863, 1.43222, 1.14131], [2.28795, 2.08752, 2.74438]],
  "lowdin_spin": [2.561, 0.013, 0.208, -0.005, 0.002, 0.000, 0.035, 0.004, 0.001, 0.282, 0.002, 0.001, 0.171, 0.040, 0.002, 0.002, 0.100, 0.002, 0.000, 0.006, 0.100, 0.000, 0.001, 0.040, 0.076, 0.010, 0.010, 0.000, 0.311, 0.001, 0.000, 0.010, 0.000, 0.000, 0.003, 0.000, 0.000, 0.000, 0.000, -0.001, 0.001, 0.000, 0.000, 0.000, 0.010],
  "multiplicity": 5,
  "charge": 4,
  "s2": 6.038,
  "e_homo_ev": [-19.17, -19.15],
  "lumo_ev": [-14.43, -15.68]
}


(4)
{
  "formula": "C28H43ClF4N4O12PSSi",
  "method": "the ωB97M-V functional and the def2-TZVPD basis",
  "species": ["Cl", "S", "P", "Si", "F", "F", "F", "F", "O", "O", "O", "O", "O", "O", "O", "O", "O", "O", "O", "O", "N", "N", "N", "N", "C", "C", "C", "C", "C", "C", "C", "C", "C", "C", "C", "C", "C", "C", "C", "C", "C", "C", "C", "C", "C", "C", "C", "C", "C", "C", "C", "C", "H", "H", "H", "H", "H", "H", "H", "H", "H", "H", "H", "H", "H", "H", "H", "H", "H", "H", "H", "H", "H", "H", "H", "H", "H", "H", "H", "H", "H", "H", "H", "H", "H", "H", "H", "H", "H", "H", "H", "H", "H", "H", "H"],
  "positions_angstrom": [[3.79294, -1.71894, 2.85106], [-3.98379, 4.19005, 2.63925], [-2.40991, -2.39742, 1.51115], [0.47574, -0.30678, -3.66525], [0.04478, 2.39391, 5.16732], [-1.13321, -0.83816, 5.03002], [2.70994, 5.50343, -7.96495], [2.63528, -7.11063, 1.98118], [3.48065, 2.70179, -4.62585], [-5.44881, 3.15476, -1.54021], [2.77079, 3.86192, -6.42760], [-0.00365, 0.26187, -2.14043], [-3.01948, -2.43355, 3.07734], [-2.05918, 2.89257, 5.26231], [2.15497, -5.52261, 0.46041], [-1.89288, 3.18510, -0.85894], [4.04601, 4.87210, -4.86882], [4.18901, -4.56622, 0.27950], [-3.14925, -0.10497, 4.83892], [2.41111, -3.63731, -0.75671], [-2.04751, 0.99293, -0.01287], [-2.05121, 0.55584, 1.29425], [-1.71593, 1.25844, 3.74571], [-1.50566, 2.91509, 2.14051], [3.20529, -0.13895, 3.56538], [3.43914, 3.71431, -5.24821], [-3.57500, 0.41833, 1.51450], [3.10901, -6.48152, 0.88033], [-2.03291, 0.08081, 4.46141], [-1.34926, -0.82166, 1.11652], [-0.95817, -1.15449, -0.40284], [2.87479, -4.49361, -0.06845], [-1.28221, -3.93341, 1.57867], [-0.05579, -1.11359, 1.95628], [2.66085, 5.25722, -6.63480], [1.62043, -0.25129, 3.75632], [4.30767, -5.64258, 1.20858], [0.89543, 1.25463, -4.71779], [0.21878, 1.41901, 2.17204], [3.97905, 0.25315, 4.87160], [0.93193, 0.04614, 2.36320], [0.35946, -0.51335, -0.98836], [-2.57770, 3.52362, 2.23050], [-5.14934, 0.88752, -0.67795], [-1.40741, 1.44609, 2.34333], [-4.41845, -0.10336, 0.29511], [-1.23948, 2.21934, 4.72499], [-1.09494, -1.02700, -4.52602], [3.87369, 5.79844, -5.93816], [-5.36022, 2.39231, -0.30230], [1.99508, -1.42605, -3.78987], [-2.01933, 2.05723, -0.59018], [4.07217, -0.63844, 5.55060], [-1.10895, -4.30915, 2.62144], [-1.79489, -0.13723, -4.60529], [1.38517, -1.30192, 4.10713], [1.17266, -1.28228, -1.17938], [-5.22499, -0.75983, 0.75408], [-6.16929, 0.45443, -0.91372], [-4.60893, 0.86265, -1.67799], [2.41051, -1.33653, -4.83944], [5.24438, -6.18045, 1.06816], [-1.82783, -1.22015, -1.10820], [1.57492, 1.86866, -4.06107], [3.34155, 0.71700, 2.83880], [-4.04143, 1.42091, 1.76857], [0.56456, -1.85075, 1.35900], [-1.58638, -1.83634, -3.92505], [0.86642, 0.23187, -0.29980], [-0.84174, -1.31396, -5.58002], [3.55991, 1.15828, 5.39964], [3.27308, -7.20950, 0.08212], [5.04424, 0.54212, 4.61098], [-6.35121, 2.55186, 0.20348], [-0.05369, 1.86441, -4.81759], [-0.31063, -3.81958, 1.04135], [4.27845, -5.24746, 2.22699], [-1.87601, -4.72855, 1.03271], [-3.84427, -0.16851, 2.42988], [1.71084, 5.61451, -6.22910], [-4.52342, 2.86905, 0.28192], [4.76207, 5.78887, -6.57393], [1.62997, -2.49820, -3.70595], [-0.65832, -2.25620, -0.35539], [1.34840, 0.42877, 4.60088], [-4.60282, 3.00500, -2.00601], [-3.85994, -0.83664, -0.36097], [0.35795, 1.77878, 1.10177], [0.69560, 2.24844, 2.77492], [1.78715, 0.01949, 1.61572], [-2.66281, -3.14839, 3.63468], [2.82703, -1.20961, -3.06828], [1.36679, 0.99709, -5.69925], [-0.29005, -1.71251, 2.89197], [3.72266, 6.80950, -5.56152]],
  "mulliken_charge": [-0.174, -0.129, -0.149, 0.318, -0.202, -0.272, -0.274, -0.283, -0.500, -0.560, -0.266, -0.243, -0.479, -0.424, -0.267, -0.422, -0.313, -0.280, -0.428, -0.525, -1.516, 2.267, 0.769, -0.648, 0.133, 0.655, -0.424, 0.291, 0.431, 1.660, -1.491, 0.660, -0.714, -2.137, 0.306, -1.206, -0.431, -0.808, -1.555, -1.225, 0.662, 0.000, 0.473, -0.828, 0.135, -0.528, 0.359, -1.026, -0.443, -0.253, -0.983, 0.542, 0.330, 0.417, 0.253, 0.466, 0.217, 0.550, 0.304, 0.363, 0.387, 0.286, 0.440, 0.081, 0.421, 0.418, -0.059, 0.276, -0.307, 0.374, 0.321, 0.293, 0.369, 0.352, 0.333, -0.023, 0.252, 0.390, 0.553, 0.287, 0.011, 0.290, 0.271, 0.442, 0.232, 0.335, -0.063, 0.411, 0.498, 0.765, 0.331, 0.311, 0.280, 1.015, 0.269],
  "charge": 1,
  "e_homo_ev": -11.30,
  "lumo_ev": -3.68
}


(5)
{
  "formula": "CH11N3O3",
  "method": "the ωB97M-V functional and the def2-TZVPD basis",
  "species": ["O", "O", "O", "N", "N", "N", "C", "H", "H", "H", "H", "H", "H", "H", "H", "H", "H", "H"],
  "positions_angstrom": [[-1.20753, -2.26717, 1.32891], [-0.71015, 0.79628, 2.50452], [-0.42881, -1.95805, -1.38416], [0.95470, 0.70968, -2.04166], [1.76295, 1.16614, 0.07944], [-0.50526, 1.33052, -0.27063], [0.65789, 1.05379, -0.72544], [-1.22319, 1.15048, -0.95857], [-1.18908, -2.78255, 2.14228], [0.16354, 0.63209, -2.65525], [1.58201, 1.33117, -2.52734], [1.60318, 0.88885, 1.03909], [-1.09465, -1.81743, -0.69221], [-1.12018, -1.36336, 1.66992], [-0.63998, 0.97996, 1.54540], [-1.50031, 1.26467, 2.78770], [-0.22022, -2.89568, -1.27693], [2.62812, 0.74091, -0.22235]],
  "mulliken_charge": [-0.649, -0.683, -0.620, -0.467, -0.547, -0.760, 0.650, 0.162, 0.288, 0.209, 0.244, 0.242, 0.354, 0.346, 0.386, 0.314, 0.284, 0.248],
  "smiles": "N=C(N)N.O.O.O",
  "e_homo_ev": -9.42,
  "de_lowest_ev": 0.381,
  "lumo_ev": 0.82
}


(6)
{
  "formula": "C14H20F6N2O3",
  "method": "the ωB97M-V functional and the def2-TZVPD basis",
  "species": ["F", "F", "F", "F", "F", "F", "O", "O", "O", "N", "N", "C", "C", "C", "C", "C", "C", "C", "C", "C", "C", "C", "C", "C", "C", "H", "H", "H", "H", "H", "H", "H", "H", "H", "H", "H", "H", "H", "H", "H", "H", "H", "H", "H", "H"],
  "positions_angstrom": [[3.85586, -3.30483, -3.75617], [5.59508, -2.25532, -4.08546], [2.95120, 0.48639, -5.42554], [3.89762, -2.25507, -5.63843], [5.06480, 0.46662, -5.17148], [3.80760, 1.44676, -3.72917], [-1.36274, 1.12253, -1.49548], [4.12022, -0.70796, -2.29709], [1.79435, -2.21208, -2.36151], [-1.78909, -0.44782, -0.14997], [0.70239, -1.80073, -1.45655], [4.27727, -2.20451, -4.34969], [-1.50354, 1.23192, 6.30491], [-2.59197, 0.48405, 2.18880], [-4.23597, -0.21592, 0.42394], [-1.15093, 1.19314, 2.41300], [3.62703, -0.91997, -3.56635], [-1.89830, 1.19173, 4.77154], [-2.83394, 0.34233, 0.56439], [-0.90296, 0.09910, -1.11506], [1.99059, -1.14451, -3.33737], [-0.71335, 0.88911, 3.89006], [1.03158, 0.12011, -2.85137], [3.86391, 0.37397, -4.46819], [0.32559, -0.53017, -1.75173], [0.15982, 0.29371, -3.53968], [-2.44212, 2.09509, 4.53897], [-2.25960, 0.90738, 7.00206], [-0.55309, 0.65807, 6.59865], [-1.31590, 2.23177, 2.18958], [-4.98451, 0.44504, 0.70370], [-1.25318, 2.22746, 6.52334], [4.22860, -1.39849, -1.66440], [1.73805, 0.96020, -2.50005], [-0.44310, -0.19044, 4.06636], [-1.52423, -1.29769, 0.27333], [-4.34918, -1.01930, 1.16423], [-4.53211, -0.53842, -0.60029], [-2.63733, -0.54791, 2.62137], [-2.67792, 0.45206, 4.71418], [-0.45354, 0.64955, 1.69922], [-3.37316, 1.08193, 2.65742], [0.00159, 1.59219, 4.19575], [-2.81852, 1.40232, 0.08551], [1.56712, -1.45335, -4.27925]],
  "mulliken_charge": [-0.242, -0.259, -0.268, -0.250, -0.315, -0.231, -0.645, -0.668, -0.274, -0.240, -0.646, 0.548, -1.315, -1.108, -1.537, -0.318, 0.483, -0.376, 0.280, 0.470, -0.219, -0.656, -0.234, 0.763, 0.294, 0.312, 0.385, 0.391, 0.285, 0.356, 0.425, 0.347, 0.433, 0.310, 0.240, 0.260, 0.332, 0.361, 0.396, 0.257, 0.105, 0.476, 0.404, 0.274, 0.612],
  "smiles": "CCCCC[C@H](C)NC(=O)C1=NO[C@H](C(O)(C(F)(F)F)C(F)(F)F)C1",
  "e_homo_ev": -9.60,
  "de_lowest_ev": 0.387,
  "lumo_ev": -0.15
}